Record 1
{"formula": "C21H24N3O4PRuS4", "method": "the ωB97M-V functional and the def2-TZVPD basis", "symbols": ["Ru", "S", "S", "S", "S", "O", "C", "O", "C", "P", "C", "C", "C", "C", "C", "C", "C", "C", "C", "C", "C", "C", "H", "H", "H", "H", "H", "H", "H", "H", "H", "H", "H", "H", "N", "C", "C", "C", "O", "O", "H", "H", "H", "H", "H", "H", "C", "C", "N", "C", "C", "N", "H", "H", "H", "H", "H", "H"], "coordinates": [[0.303, 0.651, 1.658], [-0.142, 2.941, 1.973], [-1.761, 3.016, 3.208], [-1.140, 1.976, 4.945], [0.211, 0.606, 4.193], [4.200, 2.340, -0.484], [3.032, 1.994, -0.302], [2.158, 2.482, 0.469], [2.522, 0.745, -1.079], [0.746, 0.530, -0.682], [0.027, 1.710, -1.895], [-0.551, 2.910, -1.494], [-1.083, 3.784, -2.433], [-1.038, 3.474, -3.783], [-0.445, 2.287, -4.195], [0.083, 1.414, -3.258], [0.273, -1.045, -1.481], [-1.082, -1.378, -1.497], [-1.511, -2.562, -2.069], [-0.590, -3.443, -2.624], [0.758, -3.126, -2.604], [1.187, -1.932, -2.035], [3.110, -0.120, -0.769], [2.678, 0.875, -2.151], [-0.548, 3.179, -0.446], [-1.525, 4.715, -2.102], [-1.453, 4.156, -4.515], [-0.396, 2.040, -5.249], [0.533, 0.486, -3.593], [-1.800, -0.704, -1.045], [-2.565, -2.810, -2.069], [-0.925, -4.374, -3.062], [1.483, -3.809, -3.028], [2.244, -1.700, -2.032], [2.364, 0.360, 2.340], [2.805, -1.000, 2.700], [2.479, -2.000, 1.602], [1.004, -2.379, 1.684], [0.676, -3.489, 2.086], [0.177, -1.462, 1.315], [2.989, 0.803, 1.672], [2.375, 0.948, 3.173], [2.268, -1.276, 3.611], [3.871, -0.994, 2.940], [3.097, -2.891, 1.687], [2.671, -1.535, 0.631], [-2.120, -1.709, 2.991], [-2.480, -0.699, 1.966], [-1.820, 0.371, 1.563], [-2.601, 1.000, 0.613], [-3.756, 0.317, 0.450], [-3.668, -0.751, 1.317], [-1.221, -1.397, 3.513], [-1.926, -2.676, 2.526], [-2.933, -1.790, 3.717], [-2.284, 1.922, 0.158], [-4.616, 0.497, -0.170], [-4.345, -1.480, 1.450]], "spin_multiplicity": 2, "relative_energy_kj_mol": 104.68, "orbital_gap_ev": [6.38, 6.07], "homo_ha": [-0.1462, -0.1477], "lumo_ha": [0.0884, 0.0754], "total_charge": -1}

***

Record 2
{"formula": "C4H3NOS2", "method": "the ωB97M-V functional and the def2-TZVPD basis", "symbols": ["C", "C", "C", "C", "H", "H", "H", "N", "O", "S", "S"], "coordinates": [[0.204, -0.192, 0.111], [-0.419, 0.457, -1.155], [-1.113, -0.581, 0.891], [1.006, 0.935, 0.718], [1.641, -1.603, 0.760], [-0.095, 1.548, -1.361], [-0.636, 0.096, -2.105], [1.849, 1.711, 1.130], [-1.514, -1.288, 1.868], [1.156, -1.482, -0.514], [-2.078, 0.398, -0.342]], "relative_energy_kj_mol": 241.44, "orbital_gap_ev": 9.92, "homo_ha": -0.3699, "lumo_ha": -0.0052, "total_charge": 0}

***

Record 3
{"formula": "C9H11N3O", "method": "the ωB97M-V functional and the def2-TZVPD basis", "symbols": ["C", "C", "C", "C", "C", "C", "C", "C", "C", "N", "N", "N", "O", "H", "H", "H", "H", "H", "H", "H", "H", "H", "H", "H"], "coordinates": [[-3.209, 0.015, 1.606], [-2.422, 1.077, 2.111], [-2.569, -0.827, 0.739], [-1.149, 1.341, 1.793], [-1.181, -0.612, 0.370], [-0.457, 0.511, 0.853], [1.551, 0.320, -0.504], [2.844, -0.385, -0.204], [1.529, -0.098, -2.884], [-0.394, -1.524, -0.277], [1.031, 0.468, -1.662], [0.803, 0.750, 0.560], [-0.954, -2.536, -0.735], [-4.228, -0.143, 1.872], [-2.876, 1.695, 2.927], [-3.103, -1.745, 0.237], [-0.772, 2.355, 2.160], [3.246, -0.787, -1.067], [2.497, -1.248, 0.488], [3.621, 0.294, 0.155], [1.520, 0.802, -3.632], [2.599, -0.456, -2.769], [0.855, -0.841, -3.186], [1.218, 1.572, 1.049]], "relative_energy_kj_mol": 343.20, "orbital_gap_ev": [7.80, 7.80], "homo_ha": [-0.3022, -0.3022], "lumo_ha": [-0.0155, -0.0156], "total_charge": 0, "smiles": "C/N=C(\\C)Nc1ccccc1N=O"}

***

Record 4
{"formula": "C4H14NO", "method": "the ωB97M-V functional and the def2-TZVPD basis", "symbols": ["C", "C", "C", "C", "N", "H", "H", "H", "H", "H", "H", "H", "H", "H", "H", "H", "H", "H", "H", "O"], "coordinates": [[-1.268, 0.172, 1.909], [-0.354, 0.190, 0.690], [-0.093, -1.200, 0.208], [1.362, -1.532, -0.134], [-0.898, 1.094, -0.416], [-0.625, -0.159, 2.712], [-2.059, -0.571, 1.785], [-1.796, 1.066, 2.258], [0.572, 0.707, 1.018], [-0.407, -2.017, 0.863], [-0.829, -1.453, -0.598], [1.647, -2.575, -0.056], [1.628, -1.114, -1.113], [2.111, -1.115, 0.536], [-1.602, 1.754, -0.087], [-0.128, 1.692, -0.784], [-1.206, 0.624, -1.268], [2.057, 1.354, -2.185], [0.785, 1.627, -3.123], [1.102, 1.456, -2.214]], "relative_energy_kj_mol": 71.55, "orbital_gap_ev": 12.06, "homo_ha": -0.5612, "lumo_ha": -0.1181, "total_charge": 1}

***

Record 5
{"formula": "C46H47AsCdIN6S", "method": "the ωB97M-V functional and the def2-TZVPD basis", "symbols": ["Cd", "N", "C", "C", "N", "C", "C", "N", "H", "H", "H", "H", "H", "H", "H", "H", "H", "H", "H", "H", "H", "I", "C", "C", "C", "C", "C", "C", "C", "C", "C", "C", "H", "H", "H", "H", "H", "H", "N", "C", "C", "C", "C", "C", "C", "C", "H", "H", "H", "H", "H", "N", "C", "S", "N", "C", "C", "C", "C", "C", "C", "H", "H", "H", "H", "H", "H", "H", "H", "C", "C", "C", "C", "C", "C", "As", "C", "C", "C", "C", "C", "C", "C", "C", "C", "C", "C", "C", "H", "H", "H", "H", "H", "H", "H", "H", "H", "H", "H", "H", "H", "H", "H"], "coordinates": [[0.153, -0.147, 0.090], [-1.907, 0.791, -0.736], [-2.244, 0.424, -2.115], [-1.045, 0.627, -3.040], [0.175, -0.010, -2.541], [0.486, -1.325, -3.100], [-0.442, -2.394, -2.548], [-0.407, -2.378, -1.080], [-2.619, 0.449, -0.095], [-1.846, 1.800, -0.631], [-3.079, 1.012, -2.505], [-2.554, -0.620, -2.106], [-0.853, 1.699, -3.124], [-1.305, 0.264, -4.042], [0.957, 0.601, -2.741], [1.516, -1.561, -2.819], [0.430, -1.330, -4.196], [-0.147, -3.361, -2.962], [-1.462, -2.207, -2.880], [0.330, -2.991, -0.750], [-1.282, -2.702, -0.678], [2.566, -2.047, 0.900], [2.078, -1.501, 2.887], [2.881, -2.087, 3.823], [2.717, -1.776, 5.188], [1.763, -0.878, 5.555], [0.916, -0.274, 4.592], [-0.061, 0.658, 5.022], [-0.927, 1.209, 4.128], [-0.838, 0.846, 2.768], [0.118, -0.004, 2.266], [1.030, -0.588, 3.201], [3.654, -2.782, 3.525], [3.356, -2.246, 5.923], [1.635, -0.604, 6.596], [-0.109, 0.908, 6.075], [-1.687, 1.910, 4.453], [-1.583, 1.268, 2.099], [0.141, 3.156, 0.728], [-0.437, 3.781, 1.501], [-1.194, 4.477, 2.502], [-2.582, 4.364, 2.522], [-3.302, 4.998, 3.520], [-2.641, 5.738, 4.491], [-1.257, 5.853, 4.465], [-0.526, 5.222, 3.473], [-3.090, 3.780, 1.766], [-4.381, 4.917, 3.538], [-3.206, 6.228, 5.272], [-0.745, 6.437, 5.218], [0.553, 5.295, 3.446], [-1.069, -3.140, 2.642], [-2.099, -2.263, 2.628], [-2.900, -1.950, 1.187], [-2.365, -1.719, 3.832], [-3.153, -0.612, 4.234], [-4.072, 0.051, 3.432], [-4.751, 1.151, 3.942], [-4.537, 1.592, 5.237], [-3.637, 0.908, 6.044], [-2.952, -0.184, 5.546], [-0.912, -3.679, 1.810], [-0.666, -3.482, 3.500], [-1.765, -2.040, 4.579], [-4.264, -0.288, 2.428], [-5.469, 1.659, 3.311], [-5.071, 2.451, 5.621], [-3.467, 1.225, 7.064], [-2.239, -0.706, 6.175], [5.742, -1.151, -2.974], [4.698, -0.579, -3.688], [3.788, 0.246, -3.044], [3.909, 0.516, -1.681], [4.959, -0.063, -0.974], [5.871, -0.889, -1.618], [2.521, 1.551, -0.770], [3.548, 2.298, 0.699], [3.056, 2.109, 1.986], [3.774, 2.562, 3.086], [4.983, 3.215, 2.900], [5.471, 3.420, 1.614], [4.759, 2.960, 0.517], [2.405, 3.027, -2.051], [3.504, 3.457, -2.792], [3.371, 4.480, -3.719], [2.137, 5.081, -3.924], [1.035, 4.657, -3.197], [1.170, 3.632, -2.269], [6.455, -1.792, -3.475], [4.597, -0.768, -4.750], [2.996, 0.710, -3.624], [5.075, 0.138, 0.084], [6.687, -1.328, -1.057], [2.104, 1.615, 2.131], [3.387, 2.399, 4.084], [5.549, 3.564, 3.754], [6.411, 3.936, 1.469], [5.153, 3.119, -0.478], [4.470, 2.985, -2.661], [4.233, 4.804, -4.288], [2.035, 5.876, -4.651], [0.071, 5.124, -3.349], [0.313, 3.312, -1.691]], "relative_energy_kj_mol": 0.00, "orbital_gap_ev": 8.26, "homo_ha": -0.3711, "lumo_ha": -0.0675, "total_charge": 1}

***

Record 6
{"formula": "C3H8N2O2", "method": "the ωB97M-V functional and the def2-TZVPD basis", "symbols": ["C", "C", "C", "H", "H", "H", "H", "H", "H", "H", "H", "N", "N", "O", "O"], "coordinates": [[-1.348, -0.782, 0.083], [1.093, -0.739, 0.467], [2.352, -0.128, -0.002], [-0.524, 2.419, -0.647], [-1.518, 3.355, 0.044], [-3.181, -1.090, -0.309], [-1.398, -0.938, 1.169], [0.132, -0.870, -1.388], [0.821, -0.331, 1.466], [1.381, -1.817, 0.648], [3.222, -0.563, 0.465], [-2.259, -1.106, -0.775], [-0.019, -0.523, -0.400], [-1.168, 2.467, 0.100], [2.412, 0.647, -0.921]], "relative_energy_kj_mol": 214.40, "orbital_gap_ev": 10.04, "homo_ha": -0.3383, "lumo_ha": 0.0305, "total_charge": 0, "smiles": "[H]/N=C/NCC=O.O"}